Entry 1:
{"formula": "C4H8O2", "method": "ωB97M-V/def2-TZVPD", "relative_energy_kcal_mol": 27.71, "largest_force_ev_per_a": 0.3, "smiles": "CC1OCCO1", "spin_multiplicity": 1, "e_lumo_ev": 1.1, "species": ["C", "C", "O", "C", "C", "O", "H", "H", "H", "H", "H", "H", "H", "H"], "xyz": [[-1.889, -0.260, 0.390], [-0.564, -0.635, -0.242], [-0.100, 0.360, -1.141], [1.031, 0.977, -0.554], [1.587, -0.137, 0.318], [0.408, -0.768, 0.777], [-2.174, -1.007, 1.138], [-2.675, -0.200, -0.369], [-1.792, 0.713, 0.880], [-0.642, -1.571, -0.815], [1.709, 1.296, -1.350], [0.741, 1.848, 0.052], [2.154, 0.214, 1.184], [2.207, -0.829, -0.269]], "atomic_forces_ev_per_a": [[-0.029, 0.024, 0.000], [-0.301, -0.148, 0.011], [-0.077, 0.022, -0.039], [0.236, 0.126, 0.091], [0.246, 0.109, -0.069], [-0.024, -0.031, 0.070], [0.062, 0.098, -0.130], [0.139, -0.021, 0.078], [-0.019, -0.130, -0.050], [0.016, 0.096, 0.078], [-0.100, -0.033, 0.105], [0.024, -0.132, -0.097], [-0.079, -0.039, -0.107], [-0.093, 0.059, 0.060]]}

Entry 2:
{"formula": "C4H8O2", "method": "ωB97M-V/def2-TZVPD", "relative_energy_kcal_mol": 55.19, "largest_force_ev_per_a": 3.2, "smiles": "C[C@H]1OC[C@H]1O", "spin_multiplicity": 1, "e_lumo_ev": 0.9, "species": ["C", "C", "O", "C", "C", "O", "H", "H", "H", "H", "H", "H", "H", "H"], "xyz": [[-0.085, -0.826, -1.526], [-0.664, 0.155, -0.498], [-1.364, -0.368, 0.657], [-0.454, 0.264, 1.568], [0.406, 0.845, 0.424], [1.746, 0.407, 0.359], [0.404, -1.672, -1.011], [-0.950, -1.327, -2.061], [0.772, -0.174, -2.099], [-1.345, 0.831, -1.035], [0.107, -0.474, 2.158], [-0.975, 0.952, 2.248], [0.556, 1.935, 0.360], [1.848, -0.549, 0.457]], "atomic_forces_ev_per_a": [[0.600, 0.525, 0.079], [0.518, 0.375, -0.385], [0.261, -0.258, -0.415], [0.267, 0.059, 0.226], [-0.095, 0.127, 0.110], [0.135, -0.256, -0.114], [0.138, 0.430, -0.149], [1.314, 0.997, -0.161], [-2.454, -1.962, 0.796], [0.293, 0.147, 0.203], [-0.107, 0.094, 0.026], [0.205, -0.040, -0.230], [-0.718, -0.402, 0.012], [-0.357, 0.165, 0.002]]}

Entry 3:
{"formula": "C4H8O2", "method": "ωB97M-V/def2-TZVPD", "relative_energy_kcal_mol": 61.97, "largest_force_ev_per_a": 0.3, "smiles": "CO[C@H]1C[C@H]1O", "spin_multiplicity": 1, "e_lumo_ev": 0.9, "species": ["C", "O", "C", "C", "C", "O", "H", "H", "H", "H", "H", "H", "H", "H"], "xyz": [[-0.408, 1.436, 1.062], [0.547, 1.387, 0.028], [0.716, 0.215, -0.697], [1.059, -1.122, -0.107], [-0.244, -0.947, -0.837], [-1.387, -1.052, -0.038], [-0.076, 2.215, 1.752], [-0.504, 0.489, 1.595], [-1.391, 1.708, 0.657], [1.257, 0.466, -1.607], [0.956, -1.265, 0.965], [1.869, -1.676, -0.568], [-0.345, -1.414, -1.818], [-2.048, -0.438, -0.387]], "atomic_forces_ev_per_a": [[-0.149, 0.017, 0.197], [0.167, 0.053, -0.105], [0.047, -0.049, -0.248], [0.156, -0.128, 0.090], [0.162, -0.077, -0.206], [-0.257, 0.161, -0.101], [-0.101, -0.072, -0.086], [0.058, 0.111, 0.034], [0.021, -0.011, 0.126], [-0.105, -0.076, 0.116], [-0.008, 0.125, -0.116], [-0.135, -0.037, 0.093], [0.030, 0.176, 0.095], [0.115, -0.195, 0.110]]}

Entry 4:
{"formula": "C4H8O2", "method": "ωB97M-V/def2-TZVPD", "relative_energy_kcal_mol": 63.99, "largest_force_ev_per_a": 0.8, "smiles": "C/C=C/O.C=O", "spin_multiplicity": 1, "e_lumo_ev": 0.4, "species": ["C", "O", "C", "C", "C", "O", "H", "H", "H", "H", "H", "H", "H", "H"], "xyz": [[2.182, -0.229, -0.403], [1.268, -0.998, -0.230], [-0.953, 0.188, -0.256], [-1.777, -1.007, 0.105], [-0.425, 1.016, 0.641], [0.539, 1.950, 0.360], [2.400, 0.190, -1.406], [1.190, 1.535, -0.228], [2.839, 0.088, 0.423], [-0.682, 0.310, -1.305], [-1.282, -1.920, -0.253], [-1.880, -1.095, 1.191], [-2.775, -0.973, -0.342], [-0.642, 0.947, 1.705]], "atomic_forces_ev_per_a": [[0.047, -0.595, 0.007], [0.810, 0.009, -0.145], [-0.066, 0.270, 0.167], [-0.114, -0.004, 0.064], [-0.334, -0.362, 0.017], [0.152, 0.033, -0.078], [-0.003, -0.013, 0.051], [-0.340, 0.446, -0.050], [0.014, -0.015, -0.010], [-0.038, 0.017, 0.157], [-0.084, 0.188, 0.054], [-0.058, 0.031, -0.140], [0.067, -0.017, 0.033], [-0.051, 0.013, -0.127]]}

Entry 5:
{"formula": "C4H8O2", "method": "ωB97M-V/def2-TZVPD", "relative_energy_kcal_mol": 130.91, "largest_force_ev_per_a": 0.4, "spin_multiplicity": 1, "e_lumo_ev": 0.9, "species": ["C", "O", "C", "C", "C", "O", "H", "H", "H", "H", "H", "H", "H", "H"], "xyz": [[1.762, -0.671, -0.946], [0.651, 0.226, -0.772], [-0.586, -0.502, 0.006], [-0.471, 0.067, 1.311], [-1.585, 0.507, 0.447], [-1.598, 1.801, -0.108], [1.484, -1.386, -1.720], [1.971, -1.183, -0.001], [2.632, -0.100, -1.274], [-0.723, -1.470, -0.468], [0.715, 0.690, 0.187], [-0.558, -0.447, 2.259], [-2.603, 0.128, 0.570], [-1.091, 2.341, 0.510]], "atomic_forces_ev_per_a": [[0.099, -0.134, -0.050], [-0.050, 0.157, 0.166], [0.044, -0.056, -0.090], [-0.126, -0.173, 0.275], [-0.176, -0.249, 0.021], [0.080, 0.203, 0.102], [0.065, 0.042, 0.114], [-0.006, 0.031, -0.117], [-0.176, -0.024, 0.069], [0.072, 0.138, 0.122], [0.114, -0.086, -0.348], [0.009, 0.033, -0.099], [0.119, 0.064, -0.054], [-0.067, 0.053, -0.111]]}

Entry 6:
{"formula": "C4H8O2", "method": "ωB97M-V/def2-TZVPD", "relative_energy_kcal_mol": 207.82, "largest_force_ev_per_a": 2.9, "spin_multiplicity": 1, "e_lumo_ev": -3.9, "species": ["O", "C", "C", "C", "C", "O", "H", "H", "H", "H", "H", "H", "H", "H"], "xyz": [[-1.818, 0.229, 2.190], [-0.847, -0.123, 1.410], [-0.616, 0.740, 0.221], [0.256, 0.327, -0.713], [1.121, 1.053, -1.663], [1.496, -1.826, -1.112], [-1.063, -1.206, 1.076], [0.177, -0.344, 1.890], [-1.291, 1.597, 0.175], [0.428, -0.781, -0.698], [1.545, 0.215, -2.314], [1.970, 1.569, -1.229], [0.480, 1.650, -2.303], [1.072, -2.541, -0.614]], "atomic_forces_ev_per_a": [[0.609, -0.466, 0.215], [-0.498, 0.457, 1.201], [-0.113, -0.670, -0.486], [-0.095, 1.395, 0.614], [0.292, -2.495, -1.415], [-0.791, 0.278, 0.785], [0.222, 0.597, -0.563], [-0.553, -0.077, -0.050], [0.291, -0.044, -0.175], [0.825, -1.100, -0.959], [-0.329, 1.271, 0.702], [-0.208, 0.392, 0.188], [0.081, 0.637, 0.052], [0.268, -0.175, -0.110]]}

Entry 7:
{"formula": "C4H8O2", "method": "ωB97M-V/def2-TZVPD", "relative_energy_kcal_mol": 78.29, "largest_force_ev_per_a": 0.3, "smiles": "O[C@]12C[C@H]1C2.O", "spin_multiplicity": 1, "e_lumo_ev": 0.7, "species": ["C", "C", "O", "C", "C", "O", "H", "H", "H", "H", "H", "H", "H", "H"], "xyz": [[-0.410, 0.426, -0.790], [0.934, -0.195, -0.797], [1.535, -1.009, -1.721], [1.443, 0.280, 0.512], [0.105, -0.390, 0.388], [-2.232, 0.451, 1.776], [-0.511, 1.518, -0.746], [-1.581, 0.763, 1.134], [-1.177, -0.043, -1.410], [0.894, -1.149, -2.426], [2.236, -0.312, 0.966], [1.479, 1.345, 0.756], [-0.281, -1.252, 0.911], [-2.434, -0.432, 1.447]], "atomic_forces_ev_per_a": [[-0.085, 0.053, -0.181], [0.019, 0.239, 0.082], [0.069, -0.053, -0.065], [0.245, 0.098, 0.022], [-0.013, -0.205, 0.016], [-0.215, 0.042, -0.068], [-0.010, -0.188, 0.203], [-0.116, 0.021, 0.260], [0.170, -0.041, 0.084], [0.103, -0.106, -0.070], [-0.114, 0.023, -0.105], [0.063, -0.108, -0.127], [-0.010, 0.146, -0.199], [-0.106, 0.080, 0.148]]}

Entry 8:
{"formula": "C4H8O2", "method": "ωB97M-V/def2-TZVPD", "relative_energy_kcal_mol": 51.09, "largest_force_ev_per_a": 0.6, "smiles": "C=CC=O.CO", "spin_multiplicity": 1, "e_lumo_ev": 0.3, "species": ["C", "C", "C", "O", "C", "O", "H", "H", "H", "H", "H", "H", "H", "H"], "xyz": [[-0.441, -1.666, 0.781], [0.213, 1.551, -0.430], [1.237, 0.826, -0.879], [0.970, -1.595, 0.713], [-1.131, 1.385, -1.018], [-2.131, 1.935, -0.609], [-0.909, -0.672, 0.805], [-0.790, -2.236, 1.653], [-0.782, -2.180, -0.122], [0.305, 2.256, 0.393], [1.106, 0.115, -1.691], [2.238, 0.907, -0.466], [1.259, -0.961, 1.380], [-1.173, 0.688, -1.884]], "atomic_forces_ev_per_a": [[-0.425, -0.092, -0.061], [0.170, -0.070, -0.031], [-0.138, 0.187, -0.020], [0.115, 0.134, 0.222], [-0.301, 0.151, 0.127], [0.475, -0.241, -0.201], [0.102, -0.172, 0.004], [0.116, 0.100, -0.128], [0.042, 0.054, 0.131], [-0.002, -0.061, -0.119], [-0.008, 0.091, 0.114], [-0.161, 0.003, -0.034], [0.038, -0.166, -0.097], [-0.024, 0.083, 0.094]]}

Question: Which formula does entry 3 have?
Answer: C4H8O2